# 1
Molecular formula: C34H55F6N7O3P2SbW
Method: DFT, ωB97M-V/def2-TZVPD

The HOMO energy (spin up / spin down) comes out at -0.46685 / -0.47210 Eh. The calculation puts the HOMO-LUMO gap (spin up / spin down) at 6.3 / 4.1 eV. For the lowest unoccupied orbital energy (spin up / spin down), the calculation gives -6.4 / -8.7 eV. The calculation puts the energy above the lowest of the compared OMol25 structures with the same formula, charge and spin at 123.1 kJ/mol.

Geometry as ORCA input:
```
! wB97M-V def2-TZVPD RIJCOSX def2/J DEFGRID3
* xyz 2 4
W 0.505 -0.039 0.620
C 0.264 -4.167 3.413
N 1.460 -3.915 2.613
C 2.734 -4.159 3.244
P 1.486 -3.056 1.163
O 0.455 -1.913 1.336
O 2.885 -2.722 0.792
P 3.616 1.692 0.712
O 2.336 0.962 0.994
N 4.347 2.176 2.088
C 3.597 2.194 3.317
C 5.562 3.046 2.097
N 4.537 0.849 -0.360
C 5.565 -0.193 -0.039
C 4.020 0.749 -1.756
N 0.750 -4.073 0.065
C -1.151 -5.108 -1.215
C 1.627 -5.026 -0.668
H 0.023 -5.168 3.387
H -0.551 -3.563 3.050
H 0.439 -3.908 4.476
H 3.579 -3.633 2.780
H 2.947 -5.274 3.232
H 2.662 -3.892 4.288
H 2.723 1.538 3.183
H 3.123 3.231 3.450
H 4.218 1.876 4.158
H 6.210 2.966 2.980
H 5.317 4.084 2.033
H 6.152 2.660 1.291
H 5.651 -0.433 1.034
H 6.530 0.195 -0.389
H 5.232 -1.118 -0.518
H 3.758 -0.281 -1.987
H 4.859 0.986 -2.398
H 3.223 1.445 -1.822
H -2.082 -5.621 -1.020
H -0.558 -5.932 -1.613
H -2.332 -4.049 -2.645
H 1.548 -4.803 -1.760
H 1.334 -6.040 -0.481
H 2.687 -4.931 -0.417
C -3.135 0.526 -5.546
C -4.063 0.861 -4.483
C -5.315 1.494 -4.794
C -6.209 1.874 -3.841
C -5.778 1.773 -2.462
C -4.617 1.126 -2.102
C -3.718 0.679 -3.115
N -2.576 -0.080 -2.787
C -1.723 0.269 -1.766
N -1.430 1.575 -1.786
C -0.721 2.395 -0.888
C -0.134 1.956 0.305
C 0.047 2.913 1.314
C 0.044 4.271 0.982
C -0.079 4.668 -0.343
C -0.567 3.769 -1.281
C -0.627 4.181 -2.698
N -1.199 -0.636 -0.896
C -1.387 -2.040 -1.034
C -2.043 -2.677 0.083
C -1.564 -3.709 0.805
C -0.584 -4.680 0.224
C -1.291 -4.098 -2.308
C -0.833 -2.701 -2.081
C 0.159 -2.072 -2.962
H -3.089 -0.590 -5.763
H -2.136 0.795 -5.250
H -3.428 1.086 -6.399
H -5.571 1.601 -5.845
H -7.167 2.220 -4.139
H -6.459 2.172 -1.625
H -4.458 0.709 -1.066
H -2.641 -1.065 -3.116
H -1.924 2.114 -2.539
H 0.158 2.644 2.366
H 0.156 5.044 1.710
H 0.325 5.615 -0.609
H -0.273 5.192 -2.819
H -1.682 4.117 -3.069
H -0.069 3.539 -3.410
H -2.899 -2.105 0.531
H -2.051 -3.915 1.741
H -0.567 -5.691 0.729
H -0.776 -4.531 -3.168
H -0.073 -1.004 -3.079
H 0.159 -2.545 -3.976
H 1.121 -2.147 -2.590
C -3.909 -0.321 3.893
C -2.719 0.434 3.371
C -2.973 1.894 3.077
C -2.180 -0.251 2.194
H -4.446 0.169 4.678
H -3.687 -1.288 4.296
H -4.586 -0.320 3.063
H -1.933 0.244 4.133
H -3.371 2.048 2.068
H -2.052 2.483 3.216
H -3.713 2.330 3.812
H -1.702 -1.254 2.196
H -2.403 0.028 1.120
F 1.574 -0.479 -1.001
Sb 3.670 7.541 1.727
F 3.408 3.008 -0.125
F 4.009 8.345 3.418
F 0.613 0.311 2.533
F 5.200 6.415 1.987
F 2.599 6.138 2.482
*
```

# 2
Molecular formula: C9H20IrN6S2
Method: DFT, ωB97M-V/def2-TZVPD

The HOMO energy (spin up / spin down) comes out at -0.87362 / -0.87752 Eh. The calculation puts the HOMO-LUMO gap (spin up / spin down) at 7.6 / 6.2 eV. For the lowest unoccupied orbital energy (spin up / spin down), the calculation gives -16.2 / -17.7 eV. The calculation puts the energy above the lowest of the compared OMol25 structures with the same formula, charge and spin at 137.4 kJ/mol.

Geometry as ORCA input:
```
! wB97M-V def2-TZVPD RIJCOSX def2/J DEFGRID3
* xyz 4 2
Ir 0.085 0.434 -0.702
C -1.197 3.167 -0.729
C -0.795 3.095 0.705
N 0.219 2.022 0.869
C 0.221 1.331 2.166
C -1.065 0.593 2.442
S -1.676 -0.262 0.966
C -3.051 0.757 0.339
C -2.795 1.200 -1.067
N -1.469 1.825 -1.295
H -0.402 3.621 -1.324
H -2.074 3.814 -0.837
H -1.632 2.928 1.377
H -0.375 4.067 0.979
H 1.149 2.413 0.708
H 0.393 2.037 2.988
H 1.068 0.644 2.182
H -1.876 1.207 2.839
H -0.866 -0.176 3.191
H -3.270 1.557 1.044
H -3.934 0.112 0.327
H -3.591 1.901 -1.345
H -2.894 0.361 -1.758
H -1.375 1.914 -2.311
C 1.992 -4.822 -0.631
C 2.565 -3.487 -0.751
N 3.895 -3.230 -0.728
N 4.046 -1.943 -0.838
C 2.857 -1.282 -0.913
S 2.590 0.363 -0.955
N 1.919 -2.283 -0.868
N 0.555 -1.988 -1.011
H 2.800 -5.555 -0.625
H 1.292 -5.064 -1.440
H 1.430 -4.948 0.306
H 4.995 -1.552 -0.866
H 0.278 -2.149 -1.988
H -0.012 -2.623 -0.444
*
```

# 3
Molecular formula: C62H94N6O8
Method: DFT, ωB97M-V/def2-TZVPD

The HOMO energy comes out at -0.34970 Eh. The calculation puts the HOMO-LUMO gap at 9.7 eV. For the lowest unoccupied orbital energy, the calculation gives 0.2 eV. The calculation puts the energy above the lowest of the compared OMol25 structures with the same formula, charge and spin at 512.9 kJ/mol.

Geometry as ORCA input:
```
! wB97M-V def2-TZVPD RIJCOSX def2/J DEFGRID3
* xyz 0 1
C -10.039 -4.103 4.297
C -10.154 -2.633 4.092
C -9.265 -2.505 2.845
O -9.584 -3.628 2.072
C -10.122 -4.637 2.861
H -10.885 -4.351 4.939
H -9.101 -4.400 4.766
H -9.842 -2.063 4.968
H -11.183 -2.321 3.913
H -8.204 -2.414 3.076
H -9.532 -1.616 2.275
H -9.589 -5.575 2.702
H -11.188 -4.662 2.636
C -0.630 0.740 0.551
C -1.279 -0.449 1.212
C -0.150 -1.384 1.728
O 1.059 -0.647 1.478
C 0.646 0.740 1.293
H -1.104 1.719 0.625
H -0.549 0.572 -0.522
H -1.868 -1.016 0.491
H -1.858 -0.173 2.093
H -0.048 -2.292 1.134
H -0.208 -1.533 2.806
H 1.456 1.250 0.771
H 0.541 1.257 2.246
C -4.337 2.331 -6.465
C -5.098 3.210 -5.517
C -4.293 4.500 -5.576
O -3.420 4.317 -6.761
C -3.831 3.213 -7.591
H -4.875 1.478 -6.880
H -3.456 1.938 -5.958
H -5.336 2.744 -4.561
H -6.098 3.405 -5.903
H -3.663 4.552 -4.688
H -4.890 5.402 -5.712
H -3.012 2.767 -8.156
H -4.615 3.510 -8.288
C 4.987 -9.687 -2.876
C 4.259 -8.749 -3.830
C 4.308 -7.356 -3.229
O 5.282 -7.565 -2.194
C 6.025 -8.748 -2.268
H 5.471 -10.497 -3.423
H 4.312 -10.135 -2.147
H 3.228 -9.098 -3.770
H 4.596 -8.738 -4.867
H 3.364 -7.052 -2.778
H 4.659 -6.606 -3.938
H 6.428 -9.049 -1.301
H 6.842 -8.579 -2.970
C -10.211 5.031 1.518
C -9.036 5.163 2.405
C -7.853 5.372 1.480
O -8.425 6.063 0.433
C -9.768 5.520 0.117
H -10.969 5.730 1.872
H -10.613 4.021 1.454
H -8.982 4.237 2.978
H -9.190 5.960 3.132
H -7.304 4.443 1.328
H -7.073 5.921 2.005
H -9.715 4.737 -0.640
H -10.431 6.274 -0.307
C -1.977 2.481 7.613
C -3.413 2.631 7.322
C -3.802 3.880 8.106
O -2.701 4.704 7.872
C -1.485 3.935 7.803
H -1.269 1.941 6.985
H -1.865 1.963 8.565
H -3.917 1.702 7.588
H -3.570 2.756 6.251
H -3.984 3.733 9.171
H -4.641 4.432 7.681
H -0.943 4.015 8.745
H -0.871 4.337 6.997
C -2.106 -7.800 4.901
C -0.877 -8.484 4.238
C -1.088 -8.428 2.727
O -2.235 -7.637 2.591
C -3.105 -7.812 3.743
H -1.896 -6.750 5.107
H -2.451 -8.305 5.803
H -0.795 -9.511 4.592
H 0.042 -7.980 4.537
H -1.199 -9.435 2.326
H -0.224 -7.995 2.223
H -3.610 -8.778 3.744
H -3.857 -7.024 3.778
C 0.049 8.750 1.447
C 1.421 8.306 1.094
C 2.251 9.585 0.861
O 1.328 10.647 1.206
C 0.301 10.152 2.059
H -0.348 7.993 2.123
H -0.636 8.780 0.600
H 1.417 7.660 0.217
H 1.919 7.807 1.926
H 2.491 9.763 -0.187
H 3.162 9.577 1.460
H -0.541 10.841 2.001
H 0.585 10.118 3.111
N 3.160 -2.240 -9.086
C 2.254 -2.378 -8.067
C 2.079 -1.442 -7.049
C 2.801 -0.225 -7.186
C 3.667 -0.065 -8.221
C 3.781 -1.024 -9.185
H 1.778 -3.347 -8.034
H 1.379 -1.703 -6.269
H 2.593 0.551 -6.464
H 4.226 0.856 -8.291
H 4.523 -0.842 -9.949
N 8.841 -4.506 5.384
C 8.611 -5.776 5.751
C 7.662 -6.588 5.137
C 6.852 -5.967 4.179
C 7.012 -4.637 3.745
C 8.038 -3.943 4.400
H 9.245 -6.251 6.485
H 7.477 -7.632 5.346
H 6.121 -6.577 3.669
H 6.286 -4.227 3.059
H 8.298 -2.935 4.110
N -3.881 -6.936 -6.133
C -4.767 -6.337 -5.352
C -6.119 -6.313 -5.670
C -6.538 -6.897 -6.899
C -5.597 -7.526 -7.677
C -4.282 -7.501 -7.281
H -4.431 -5.780 -4.490
H -6.814 -5.719 -5.095
H -7.588 -6.838 -7.145
H -5.935 -8.035 -8.567
H -3.516 -8.003 -7.852
N 7.759 4.590 8.105
C 8.083 5.420 7.123
C 7.618 5.321 5.809
C 6.687 4.312 5.524
C 6.364 3.408 6.516
C 6.878 3.603 7.791
H 8.665 6.275 7.434
H 7.933 6.020 5.050
H 6.349 4.136 4.514
H 5.750 2.529 6.387
H 6.562 2.917 8.563
N 8.011 0.814 -1.501
C 9.266 1.290 -1.465
C 10.313 0.618 -2.059
C 10.066 -0.456 -2.899
C 8.795 -0.973 -2.988
C 7.801 -0.329 -2.237
H 9.535 2.201 -0.951
H 11.310 1.015 -1.941
H 10.878 -0.842 -3.497
H 8.533 -1.726 -3.717
H 6.774 -0.661 -2.263
N 4.688 9.122 -6.918
C 3.545 8.446 -6.616
C 3.606 7.397 -5.717
C 4.851 7.018 -5.144
C 5.986 7.758 -5.448
C 5.922 8.847 -6.315
H 2.645 8.650 -7.177
H 2.753 6.780 -5.475
H 4.992 6.212 -4.438
H 6.906 7.310 -5.105
H 6.813 9.354 -6.655
*
```

# 4
Molecular formula: C5H9N4
Method: DFT, ωB97M-V/def2-TZVPD

The HOMO energy (spin up / spin down) comes out at -0.52585 / -0.52587 Eh. The calculation puts the HOMO-LUMO gap (spin up / spin down) at 8.7 / 8.7 eV. For the lowest unoccupied orbital energy (spin up / spin down), the calculation gives -5.7 / -5.7 eV. The calculation puts the energy above the lowest of the compared OMol25 structures with the same formula, charge and spin at 620.7 kJ/mol.

Geometry as ORCA input:
```
! wB97M-V def2-TZVPD RIJCOSX def2/J DEFGRID3
* xyz 1 1
C -1.411 1.271 -0.274
C -1.484 -1.245 -0.220
C 1.236 1.223 0.086
C 1.179 -1.241 0.046
C -0.530 0.015 1.047
N -2.163 0.039 0.043
N -0.169 1.199 0.564
N -0.216 -1.184 0.572
N 1.888 -0.030 0.292
H -1.160 1.378 -1.335
H -2.017 2.120 0.049
H -2.124 -2.033 0.179
H -1.278 -1.436 -1.278
H 1.197 1.493 -0.976
H 1.772 2.014 0.616
H 1.697 -2.080 0.514
H 1.092 -1.446 -1.027
H 2.492 -0.058 1.102
*
```

# 5
Molecular formula: C6H11N
Method: DFT, ωB97M-V/def2-TZVPD

The HOMO energy comes out at -0.29356 Eh. The SMILES is C#CN(C)C.C=C. The calculation puts the HOMO-LUMO gap at 8.9 eV. For the lowest unoccupied orbital energy, the calculation gives 1.0 eV. The calculation puts the energy above the lowest of the compared OMol25 structures with the same formula, charge and spin at 459.6 kJ/mol.

Geometry as ORCA input:
```
! wB97M-V def2-TZVPD RIJCOSX def2/J DEFGRID3
* xyz 0 1
C -1.728 -2.339 -0.351
C -0.969 -1.409 -0.166
N -0.567 -0.084 -0.109
C -0.959 0.583 1.135
C -0.854 0.722 -1.297
H -2.176 -3.294 -0.353
H -0.764 -0.083 1.974
H -0.349 1.479 1.246
H -2.021 0.853 1.135
H -0.655 0.128 -2.186
H -0.182 1.580 -1.278
H -1.896 1.057 -1.331
C 1.791 -0.233 -0.118
C 2.479 0.600 0.671
H 2.062 -0.328 -1.160
H 1.301 -1.227 0.214
H 2.169 0.831 1.679
H 3.318 1.164 0.294
*
```

Number 5 is which compound? C6H11N

Number 1 is which compound? C34H55F6N7O3P2SbW